A 4-piece molecular cluster, C16H24O12 overall, computed with ωB97M-V with the def2-TZVPD basis set.

Each line ends with the natural charge from an NBO analysis.
Cartesian coordinates (Å):
C1 37.099000 36.343000 29.203000  -0.587
C2 38.260000 36.842000 30.003000  0.040
C3 37.933000 38.201000 30.782000  -0.061
O1 37.723000 37.665000 32.105000  -0.477
C4 38.272000 36.452000 32.191000  0.963
O2 38.319000 35.718000 33.222000  -0.617
O3 38.630000 35.953000 31.050000  -0.482
H1 36.614000 36.928000 28.232000  0.228
H2 36.396000 36.145000 29.677000  0.169
H3 37.398000 35.612000 28.430000  0.229
H4 39.112000 36.941000 29.242000  0.225
H5 36.982000 39.040000 30.491000  0.198
H6 38.597000 38.894000 30.735000  0.174
C5 38.608000 32.759000 29.828000  -0.604
C6 38.514000 31.381000 30.590000  0.047
C7 39.765000 31.220000 31.473000  -0.100
O4 39.329000 31.647000 32.694000  -0.493
C8 37.982000 31.733000 32.691000  0.966
O5 37.301000 32.078000 33.673000  -0.618
O6 37.471000 31.585000 31.533000  -0.449
H7 38.814000 33.550000 30.335000  0.210
H8 37.677000 32.806000 29.231000  0.211
H9 39.331000 32.605000 29.049000  0.213
H10 38.326000 30.730000 29.767000  0.213
H11 40.653000 31.976000 31.212000  0.214
H12 40.068000 30.112000 31.541000  0.189
C9 42.194000 33.775000 33.323000  -0.542
C10 41.361000 34.530000 32.269000  0.102
C11 41.751000 35.986000 32.285000  -0.098
O7 41.742000 36.366000 30.938000  -0.492
C12 41.905000 35.327000 30.166000  0.971
O8 42.129000 35.386000 28.910000  -0.652
O9 41.657000 34.298000 30.805000  -0.489
H13 43.233000 34.060000 33.249000  0.207
H14 42.065000 32.963000 33.150000  0.169
H15 41.825000 34.046000 34.245000  0.230
H16 40.414000 34.431000 32.266000  0.200
H17 42.594000 36.424000 32.617000  0.199
H18 40.922000 36.685000 32.805000  0.196
C13 35.254000 30.585000 36.340000  -0.662
C14 36.344000 30.441000 37.382000  0.076
C15 37.608000 31.420000 37.173000  -0.112
O10 37.396000 32.511000 38.037000  -0.474
C16 36.416000 32.196000 38.903000  0.976
O11 36.005000 32.780000 39.888000  -0.568
O12 35.894000 30.889000 38.592000  -0.518
H19 34.335000 30.173000 36.875000  0.232
H20 35.405000 30.434000 35.268000  0.249
H21 35.084000 31.774000 36.243000  0.211
H22 36.708000 29.402000 37.494000  0.182
H23 37.730000 31.651000 36.077000  0.226
H24 38.555000 31.022000 37.423000  0.177

Force components x, y, z for each atom (eV/Å):
9.3090 3.3779 -11.3447
0.5326 2.8793 -2.7594
-6.2437 -2.8213 -0.7298
0.5117 0.6018 0.1693
-1.2249 -3.1792 5.4019
0.0984 3.3276 -3.2535
0.4764 -0.0157 -2.1502
1.5175 0.3027 2.8997
-11.4125 -3.8788 7.8050
0.1742 -0.9524 1.3671
-0.7452 0.0989 1.6492
1.8817 -3.4877 0.5369
5.2955 3.7090 0.3236
-2.0663 -6.5286 -4.0474
1.5048 4.2132 -1.1308
2.3107 -0.9444 -1.9876
-1.0882 0.2636 2.2194
-1.7583 2.5144 5.4885
2.1853 -1.3948 -2.1927
-0.9892 -1.8162 -2.2842
1.0702 4.8885 3.5265
0.1439 0.5509 0.6364
0.8302 0.1283 -0.3107
-0.4154 -1.4077 0.3638
-1.7685 -2.1806 -0.1009
0.0747 1.6647 -0.1713
2.2187 16.1344 -0.1674
7.8844 2.1960 -0.5598
-5.7610 2.4484 0.3351
0.2083 2.6890 -0.9627
0.6452 2.9422 -7.1895
-0.6590 -0.1296 4.6265
-0.0560 -6.3366 3.1313
0.2450 0.0082 -0.0708
-2.2596 -17.7612 -2.9282
-0.8857 0.5813 2.1176
-6.7603 -0.9875 0.7868
3.4807 0.0489 1.9378
1.4786 -1.8130 -0.9156
-1.5578 3.4936 0.8754
2.9343 0.2060 -1.7060
-0.8568 -1.3423 -2.4939
-1.2800 0.4593 0.5547
-1.6138 -1.2338 1.9734
1.3507 -0.8138 -2.6630
-0.1836 2.3747 2.0793
0.8958 0.3154 -1.4817
0.2442 -1.1548 0.4398
0.0524 -2.3280 0.6263
-0.2341 0.3979 -0.0856
-0.5906 0.6540 1.1308
0.8556 -0.9620 0.6855

Computed properties:
Structure (SMILES)   C[C@H]1COC(=O)O1.C[C@H]1COC(=O)O1.C[C@H]1COC(=O)O1.C[C@H]1COC(=O)O1
Total charge   0
Total energy   -41542.93630 eV
ΔE to the lowest compared entry with this formula, charge and spin   9.4310 eV

---

A 3-piece molecular cluster, CH6NO4 overall, computed with ωB97M-V with the def2-TZVPD basis set.

Each line ends with the natural charge from an NBO analysis.
Cartesian coordinates (Å):
N1 -0.982673 0.359101 1.791958  -0.911
C1 -0.706864 0.370304 0.420458  0.884
O1 -0.398118 -0.745674 -0.070687  -0.841
O2 -0.818538 1.445330 -0.193280  -0.813
H1 -0.835202 -0.445939 2.363851  0.374
H2 -1.464578 1.160476 2.185344  0.369
H3 1.551456 1.935137 -2.254962  0.449
H4 0.577490 2.091446 -1.080485  0.516
O3 1.316763 2.551331 -1.561675  -1.000
H5 0.167998 -2.375500 -0.100649  0.517
H6 0.749472 -3.308080 -1.217171  0.448
O4 0.842794 -3.037931 -0.282701  -0.992

Force components x, y, z for each atom (eV/Å):
-0.4320 1.1848 0.5279
-0.0306 -1.3928 -0.1963
0.0297 0.1043 -0.0137
-0.0674 0.8456 0.0018
-0.0662 -0.2584 -0.2079
0.4098 -0.3684 -0.1584
0.0300 -0.1677 -0.0935
0.1128 0.2130 -0.1025
-0.2661 -0.0499 0.2418
-0.2830 1.0062 -0.1235
-0.0918 0.4890 0.8934
0.6548 -1.6057 -0.7691

Computed properties:
Total charge   -1
Total energy   -10817.19759 eV
ΔE to the lowest compared entry with this formula, charge and spin   0.2653 eV

---

C8H6AuCl3F3O5S as an isolated structure, computed with ωB97M-V with the def2-TZVPD basis set.

Each line ends with the natural charge from an NBO analysis.
Cartesian coordinates (Å):
Au1 -0.564313 -0.398124 0.758047  0.972
Cl1 5.374260 4.026074 -0.227366  0.132
C1 3.696787 3.655528 -0.313860  0.041
C2 3.154516 2.319742 -0.220701  -0.219
C3 1.827316 2.162936 -0.221320  -0.078
Cl2 1.224786 0.520555 -0.271877  0.068
C4 0.835028 3.204745 -0.383495  0.358
O1 -0.326047 2.954635 -0.613370  -0.466
C5 1.404133 4.553499 -0.460990  -0.026
Cl3 0.455390 5.922066 -0.843328  0.147
C6 2.788427 4.742926 -0.419714  -0.242
H1 3.832556 1.466756 -0.106218  0.267
H2 3.235875 5.674270 -0.389642  0.253
F1 -2.945294 -3.592190 0.186946  -0.318
C7 -3.819682 -2.551100 -0.169069  0.745
F2 -5.045260 -3.087701 -0.100518  -0.276
F3 -3.495776 -2.150708 -1.398113  -0.281
S1 -3.673113 -1.076850 1.027063  2.250
O2 -3.819405 0.090901 0.234711  -0.760
O3 -4.559743 -1.241413 2.124234  -0.753
O4 -2.169405 -1.340180 1.414915  -0.814
C8 0.339481 -4.522404 0.298010  -0.273
O5 0.510445 -4.039857 -1.045961  -0.694
H3 -0.124265 -5.540794 0.265927  0.205
H4 -0.354698 -3.895793 0.907198  0.146
H5 1.278694 -4.696249 0.872690  0.176
H6 0.939311 -3.161275 -0.904210  0.443

Force components x, y, z for each atom (eV/Å):
-0.9896 0.3720 0.2673
-0.6910 -0.5846 -0.0579
-1.4018 0.3662 0.1825
1.9561 0.2554 0.2960
-0.4403 0.2486 0.3313
1.0514 -0.5144 -0.7935
0.5328 0.7892 -0.7427
-1.3210 -0.3466 0.2775
1.5361 0.5974 -0.3626
-0.1702 -0.6238 0.3527
-0.3946 -2.7033 0.5096
-0.2458 0.3601 -0.1424
0.4023 1.9692 -0.2880
-1.2497 2.2374 -0.3911
0.4207 -2.5509 0.2372
0.9901 1.0865 -0.3085
-0.4398 -0.1640 0.9792
-0.0745 -2.0806 -0.2057
0.8650 0.9142 -0.4748
0.7836 -0.2897 0.0840
-1.1451 0.6295 0.2302
-0.5376 -1.3090 0.5943
0.5523 1.2003 1.4302
0.2363 0.9340 -0.2991
0.4587 -0.1987 -0.4357
-0.3283 0.5042 -0.5946
-0.3559 -1.0986 -0.6753

Computed properties:
Expectation value of S²   2.049
Multiplicity   3
Total charge   +1
Total energy   -78864.56069 eV

---

A single C3H10N2 molecule, computed with ωB97M-V with the def2-TZVPD basis set.

Each line ends with the natural charge from an NBO analysis.
Cartesian coordinates (Å):
C1 0.549324 -1.093238 0.624426  -0.212
C2 0.237794 0.109888 -0.267128  -0.406
C3 -1.237367 0.428239 -0.438401  -0.214
N1 -1.540384 1.759798 -0.987811  -0.828
N2 1.973367 -1.215155 0.884434  -0.840
H1 -0.075208 -1.006987 1.520706  0.169
H2 0.231999 -1.985265 0.072128  0.182
H3 0.655843 1.022318 0.189749  0.185
H4 0.743123 -0.031765 -1.224224  0.206
H5 -1.689667 0.332624 0.559205  0.162
H6 -1.695613 -0.319859 -1.093369  0.178
H7 -2.260201 2.206150 -0.423029  0.354
H8 -0.721905 2.360506 -0.838403  0.346
H9 2.327850 -2.152740 0.775610  0.362
H10 2.177724 -0.937051 1.828695  0.356

Force components x, y, z for each atom (eV/Å):
-0.5957 -0.0872 -0.8424
0.3112 0.9456 0.0455
-0.5102 -0.5714 0.2449
0.7527 0.5114 0.3540
0.1777 0.1875 0.2306
0.1909 -0.2098 0.1243
-0.1669 0.0077 0.2355
0.3135 -0.3091 -0.0009
-0.0248 0.1140 -0.0484
-0.0905 -0.1605 -0.1332
-0.1018 -0.0301 0.1457
-0.0084 -0.2149 -0.2452
-0.3015 -0.2397 -0.2377
-0.1624 -0.0966 -0.0476
0.2163 0.1531 0.1748

Computed properties:
Structure (SMILES)   NCCCN
Total charge   0
Total energy   -6253.01329 eV
ΔE to the lowest compared entry with this formula, charge and spin   0.4150 eV

---

C39H53N3O5RuS4 as an isolated structure, computed with ωB97M-V with the def2-TZVPD basis set.

Each line ends with the Löwdin charge.
Cartesian coordinates (Å):
Ru1 -0.773817 0.082641 0.377118  1.339
C1 1.453660 0.294884 2.080213  -0.022
C2 0.608715 1.432421 1.988532  -0.179
C3 0.803946 1.980313 0.644365  -0.173
C4 1.704921 1.093759 -0.010063  -0.103
C5 2.206388 0.138356 0.890515  -0.183
C6 3.540061 -0.552667 0.710961  -0.534
C7 3.918820 -1.413768 1.921880  -0.051
C8 4.594273 0.573109 0.614781  -0.028
C9 3.609794 -1.354965 -0.597754  -0.051
C10 0.667859 3.365435 0.002877  -0.514
C11 -0.513310 4.216439 0.474923  -0.050
C12 0.512534 3.200417 -1.524058  -0.043
C13 1.973111 4.128613 0.295770  -0.018
C14 -0.131659 1.942418 3.226590  -0.527
C15 0.613372 3.147676 3.822387  -0.026
C16 -1.601716 2.308895 2.940231  -0.048
C17 -0.157446 0.854614 4.316363  -0.073
H1 1.602949 -0.286977 2.973983  0.108
H2 2.122473 1.259654 -0.987679  0.091
H3 3.962835 -0.797136 2.820487  0.090
H4 4.911206 -1.837167 1.766294  0.092
H5 3.224622 -2.229117 2.090626  0.041
H6 4.603354 1.178085 1.522138  0.097
H7 4.390526 1.229848 -0.230271  0.080
H8 5.585500 0.135851 0.488677  0.093
H9 2.796671 -2.070406 -0.675443  0.029
H10 4.554958 -1.896511 -0.644920  0.098
H11 3.556711 -0.689145 -1.459773  0.071
H12 -1.428496 3.642128 0.375058  0.043
H13 -0.586928 5.105918 -0.152649  0.092
H14 -0.388161 4.556287 1.500206  0.067
H15 1.436515 2.879600 -2.003937  0.078
H16 0.235456 4.152434 -1.975710  0.091
H17 -0.274384 2.475672 -1.740073  0.067
H18 2.098757 4.293170 1.366211  0.081
H19 1.946906 5.101171 -0.197696  0.095
H20 2.843792 3.583142 -0.069156  0.083
H21 0.678397 3.979632 3.124626  0.058
H22 1.628113 2.866522 4.108306  0.094
H23 0.084489 3.487945 4.713630  0.095
H24 -1.703158 3.280355 2.470468  0.062
H25 -2.154228 2.332735 3.879202  0.092
H26 -2.062904 1.565261 2.287829  0.018
H27 0.833348 0.653519 4.723121  0.086
H28 -0.584905 -0.069466 3.932879  0.009
H29 -0.781312 1.195766 5.140815  0.093
O1 -0.616765 -0.306208 -1.900811  -0.591
S1 0.716670 -0.551710 -2.563077  1.033
C18 0.462316 -0.014621 -4.268155  -0.360
C19 -0.804803 -0.060339 -4.822759  -0.059
C20 -0.971602 0.338314 -6.139488  -0.055
C21 0.121539 0.767056 -6.880391  -0.065
C22 1.383120 0.818007 -6.306338  -0.066
C23 1.560918 0.424008 -4.988967  -0.082
C24 0.793099 -2.299722 -2.999529  -0.370
C25 -0.358041 -3.047978 -2.908933  -0.077
C26 -0.325241 -4.398133 -3.227131  -0.061
C27 0.867426 -4.977959 -3.636298  -0.074
C28 2.021459 -4.209563 -3.734570  -0.071
C29 1.992954 -2.860989 -3.412379  -0.084
H30 -1.646292 -0.402498 -4.234033  0.115
H31 -1.952616 0.309834 -6.592632  0.112
H32 -0.005065 1.052318 -7.915491  0.111
H33 2.228886 1.163726 -6.883808  0.111
H34 2.541084 0.459359 -4.529289  0.110
H35 -1.272792 -2.593651 -2.570744  0.095
H36 -1.241878 -4.967435 -3.161448  0.114
H37 0.903507 -6.030001 -3.885785  0.112
H38 2.948940 -4.660569 -4.060690  0.112
H39 2.889761 -2.259045 -3.493383  0.111
O2 -3.599667 -3.844380 -1.762746  -0.285
S2 -4.196770 -2.944897 -0.822559  0.659
O3 -5.296074 -2.148196 -1.287335  -0.289
N1 -3.073841 -1.898322 -0.119830  -0.108
C30 -2.967711 -2.169410 1.152360  -0.783
S3 -2.040609 -1.244873 2.234893  0.734
C31 -3.753066 -3.314423 1.654111  -0.245
C32 -3.757319 -3.849471 2.933394  -0.028
C33 -4.597975 -4.925495 3.183722  -0.050
C34 -5.400352 -5.457634 2.180574  -0.048
C35 -5.382076 -4.928140 0.894697  -0.019
C36 -4.560552 -3.848144 0.666017  -0.209
H40 -3.112623 -3.432332 3.695273  0.102
H41 -4.637079 -5.353992 4.175400  0.112
H42 -6.042863 -6.298472 2.401674  0.114
H43 -5.981801 -5.352806 0.101768  0.127
C37 0.877846 -4.672322 -0.040215  -0.198
S4 1.061794 -3.104337 0.849811  0.874
C38 0.288117 -3.675841 2.391373  -0.240
O4 0.086485 -2.179046 0.188479  -0.640
H44 -0.176006 -4.822600 -0.263390  0.070
H45 1.265208 -5.476557 0.581339  0.066
H46 1.443236 -4.613159 -0.967797  0.037
H47 0.928354 -4.439764 2.829334  0.064
H48 -0.701786 -4.071980 2.176775  0.048
H49 0.203007 -2.828779 3.066764  0.025
N2 -3.848964 3.153958 -1.250182  0.190
C39 -3.433819 1.935809 -0.823912  -0.613
N3 -4.295143 0.922458 -0.940012  0.210
O5 -2.299707 1.806159 -0.322612  -0.100
H50 -4.798203 3.306508 -1.538231  0.111
H51 -3.281124 3.958007 -1.052936  0.107
H52 -5.155247 0.996179 -1.454020  0.120
H53 -3.945755 -0.010170 -0.790031  0.053

Force components x, y, z for each atom (eV/Å):
0.5472 -0.2669 -0.1363
-0.1307 0.2115 -0.0327
0.1340 -0.3051 0.2953
0.0811 -0.1910 -0.2968
-0.1692 0.0106 0.2164
0.0001 0.2058 -0.0050
0.0947 -0.1190 -0.0022
0.0215 0.1847 -0.1187
-0.0804 -0.0153 0.0701
-0.0255 0.1046 0.1869
-0.2979 0.1731 -0.1637
0.0977 -0.0798 0.0297
-0.0299 -0.1022 0.1277
-0.0871 -0.0540 0.0173
-0.1739 0.0814 0.0789
-0.0309 -0.0685 -0.1199
0.2128 0.0041 -0.0669
0.0559 0.1043 -0.1350
-0.1186 -0.0844 0.0092
-0.0553 0.0660 -0.0281
-0.0028 -0.0193 0.0491
0.0180 -0.0330 0.0044
-0.0364 -0.0778 0.0413
-0.0148 0.0224 0.0238
0.0480 0.0133 -0.0395
0.0267 -0.0046 -0.0287
0.0050 -0.0802 -0.0831
0.0346 -0.0133 -0.0303
-0.0042 0.0250 -0.0369
-0.0550 0.1214 0.1151
0.0743 0.0378 0.0021
-0.0597 -0.0083 0.0192
0.0204 -0.0324 -0.0333
0.0235 0.0439 0.0148
-0.0114 0.0381 -0.1084
0.0288 0.0107 0.0240
-0.0095 0.0336 -0.0023
0.0200 -0.0202 -0.0192
-0.0174 0.0336 0.0067
0.0171 0.0056 0.0215
0.0249 0.0481 0.0251
-0.0132 0.0073 -0.0320
-0.0543 0.0034 -0.0100
-0.1470 0.0730 0.1257
0.0465 -0.0368 -0.0285
0.0232 -0.0811 0.1195
-0.0062 0.0167 0.0290
-0.3144 0.0831 0.6859
0.2734 -0.2958 -1.2348
0.1364 0.1666 0.3238
-0.1367 0.0039 0.0330
0.0427 -0.0207 0.0174
0.0669 -0.0141 -0.0328
0.0201 -0.0491 -0.0671
-0.0237 0.0282 0.1127
-0.0108 0.0947 0.3511
-0.2463 -0.2205 0.0717
0.0493 0.1267 -0.1373
-0.0639 -0.0472 -0.0499
0.0499 0.0176 -0.0022
0.0321 0.1088 0.0339
0.0037 0.0220 0.0314
-0.0301 -0.0265 0.0086
-0.0338 0.0640 -0.0026
0.0241 -0.0011 -0.0150
0.0249 0.0354 0.0077
-0.2237 0.0959 0.1280
0.0048 -0.0867 0.0259
-0.0121 -0.0123 -0.0117
0.0057 -0.0085 -0.0093
0.0347 0.0012 0.0325
0.4917 -0.0144 -0.0987
-0.1303 0.0282 0.0129
-0.0385 0.1493 0.1933
-0.3491 -0.4407 -0.0089
0.1221 0.3308 -0.2604
0.2306 0.6330 -0.2949
-0.2505 -0.2369 0.2203
-0.0032 0.0034 -0.1814
0.0037 0.0150 0.0972
0.0190 0.0279 -0.0555
-0.1064 -0.0732 -0.1711
0.3201 0.3333 0.0228
-0.0655 -0.0017 0.0715
0.0234 -0.0315 0.0203
-0.0137 -0.0125 -0.0054
-0.0552 0.0039 0.0106
0.1414 0.3292 0.0846
-0.3439 -1.0443 0.5583
0.2053 0.1448 -0.2512
-0.2821 0.5055 -0.4779
-0.0899 0.0538 0.0725
0.0593 -0.0096 0.0402
0.0138 0.0646 -0.0092
0.0691 -0.0319 -0.0349
-0.0464 -0.0241 -0.0509
0.0355 0.0369 -0.0239
0.0069 -0.0202 -0.0292
-0.1025 0.2607 0.0463
-0.1025 -0.2985 -0.1490
0.4130 -0.5281 0.0813
-0.0065 0.0167 0.0085
0.0728 -0.0565 0.0241
-0.0057 0.0762 -0.0002
0.0664 -0.2412 0.1418

Computed properties:
Expectation value of S²   8.768
Multiplicity   6
Total charge   +1
Total energy   -101927.25323 eV
ΔE to the lowest compared entry with this formula, charge and spin   0.0582 eV

---

no.,strongest force on any atom (Eh/bohr)
1,0.353
2,0.037
3,0.054
4,0.020
5,0.025